Molecular formula: C11H11N3
Method: DFT, ωB97M-V/def2-TZVPD

CARTESIAN COORDINATES (ANGSTROEM)
N 0.7777 1.7895 1.0661
N -1.2935 1.5020 0.2935
N -2.3804 1.2648 -0.4157
C 1.9915 1.4232 1.1685
C -1.5030 -0.8977 1.4716
C 2.8322 0.5935 0.3335
C -3.2767 0.4416 -0.4018
C 0.3420 0.9772 -1.2916
C 0.7647 -2.0978 0.7745
C -0.0480 1.4364 -0.0303
C -0.4651 -1.3479 1.0816
C -4.2558 -0.4145 -0.4389
C 2.6133 0.1482 -0.9101
C 1.4962 0.4863 -1.7450
H 1.4041 -1.3700 0.1635
H 1.2368 -2.2466 1.6982
H -5.0321 -0.1402 0.2764
H -0.3212 0.9618 -2.1499
H 0.3908 -2.9436 0.3032
H 2.4700 1.6422 2.1136
H -4.3669 -1.1056 -1.2481
H -2.1518 -0.0604 1.5376
H 3.2871 -0.5022 -1.5170
H 3.8040 0.2363 0.6748
H 1.6839 0.2234 -2.8082

As for the relative energy (zero: lowest compared OMol25 entry of this formula, charge and spin): 91.03 kcal/mol. The max |F| is 7.44 eV/Å. The multiplicity is 3. For the LUMO energy (alpha / beta), the calculation gives 0.135 / -2.672 eV. The highest occupied orbital energy (alpha / beta) is -6.17 / -9.09 eV. The calculation puts the HOMO-LUMO gap (alpha / beta) at 6.307 / 6.421 eV. As for the total charge: 0. As for the total energy: -589.67297 Ha.